This record from OMol25 describes a molecular structure, C16H15MnN6O2S. The level of theory is wB97M-V/def2-TZVPD.

The geometry in XYZ format:
```
41
C16H15MnN6O2S (wB97M-V/def2-TZVPD)
Mn 0.26 0.47 0.61
C -3.55 1.46 2.86
N -3.10 0.36 2.01
C -3.75 -0.86 1.95
C -3.27 -1.88 1.23
C -2.05 -1.74 0.44
O -1.57 -2.63 -0.23
N -1.47 -0.45 0.48
C -2.00 0.50 1.27
O -1.27 1.54 1.34
H -4.51 1.19 3.30
H -3.66 2.36 2.27
H -2.82 1.63 3.66
H -4.66 -0.93 2.54
H -3.78 -2.83 1.20
C 1.71 3.60 -2.48
C 2.19 2.31 -2.61
C 1.88 1.34 -1.67
C 1.04 1.69 -0.60
C 0.56 3.00 -0.45
C 0.90 3.95 -1.40
H 1.97 4.35 -3.21
H 2.84 2.05 -3.44
H 2.29 0.35 -1.77
H -0.06 3.28 0.38
H 0.54 4.97 -1.30
S 1.24 1.04 2.42
C 2.86 0.56 2.27
N 3.96 0.24 2.18
N 0.70 -3.25 -3.00
C 1.19 -2.82 -1.82
C 0.75 -1.61 -1.25
N 1.22 -1.19 -0.08
C 2.13 -1.95 0.55
C 2.58 -3.11 -0.05
N 2.12 -3.55 -1.21
H -0.21 -2.92 -3.30
H 0.95 -4.18 -3.28
H 0.01 -1.00 -1.75
H 2.51 -1.63 1.51
H 3.33 -3.71 0.44
```

As for the expectation value of S²: 0.822. Its LUMO energy (spin up / spin down) is -0.2260 / -0.1865 Ha. Its gap between HOMO and LUMO (spin up / spin down) is 5.7 / 6.7 eV. As for the spin multiplicity: 2. Its relative energy (zero: lowest compared OMol25 entry of this formula, charge and spin) is 0.00 kcal/mol. The total charge is +1.

***

This record from OMol25 describes 3 unconnected molecules or ions with the total composition C5H15NO2 in a non-equilibrium geometry. The level of theory is wB97M-V/def2-TZVPD.

The geometry in XYZ format:
```
23
C5H15NO2 (wB97M-V/def2-TZVPD)
C 1.20 1.69 0.16
O 0.04 2.13 0.21
C 1.53 0.14 -0.57
C 0.56 -0.19 -1.68
C -0.75 -0.89 -1.22
C -1.64 -0.29 -0.16
N -2.42 0.84 -0.70
H 1.73 2.26 -0.63
H 1.73 1.58 1.11
H 0.56 -0.78 3.94
H 2.51 0.36 -1.00
H 1.56 -0.54 0.34
H 0.24 0.75 -2.13
H 1.12 -0.86 -2.33
H -1.34 -1.16 -2.10
H -0.33 -1.78 -0.75
H -2.26 -1.07 0.28
H -1.03 0.03 0.69
H -1.81 1.65 -0.71
H -3.22 1.06 -0.09
H 0.09 -1.29 4.20
H 1.13 -2.23 1.77
O 0.81 -1.41 1.37
```

Its LUMO energy is -0.1375 Ha. Its gap between HOMO and LUMO is 5.0 eV. Its relative energy (zero: lowest compared OMol25 entry of this formula, charge and spin) is 199.09 kcal/mol.

***

This record from OMol25 describes 2 unconnected molecules or ions with the total composition C3H2BrCl3 in a non-equilibrium geometry. The level of theory is wB97M-V/def2-TZVPD.

The geometry in XYZ format:
```
9
C3H2BrCl3 (wB97M-V/def2-TZVPD)
C 0.04 1.10 0.94
C -1.98 2.10 0.70
C -0.08 -0.28 0.52
Cl -2.11 3.36 1.79
Cl -2.25 2.49 -0.93
Cl 0.17 -1.51 1.81
Br 0.50 1.58 2.62
H 0.58 -0.69 -0.21
H -0.97 -0.57 0.11
```

Its LUMO energy (spin up / spin down) is -0.0541 / -0.0507 Ha. Its gap between HOMO and LUMO (spin up / spin down) is 7.0 / 7.4 eV. Its relative energy (zero: lowest compared OMol25 entry of this formula, charge and spin) is 114.95 kcal/mol.

***

This record from OMol25 describes a gas-phase ion, C5H15N2 (charge +1) in a non-equilibrium geometry. The level of theory is wB97M-V/def2-TZVPD.

The geometry in XYZ format:
```
22
C5H15N2 (wB97M-V/def2-TZVPD)
C 1.68 -0.64 1.07
C 0.84 0.62 1.08
C 1.67 1.84 0.67
N -0.27 0.53 0.10
C -1.26 -0.56 0.32
C -1.95 -0.77 -1.00
N -0.80 -0.93 -2.00
H 2.32 -0.75 1.95
H 2.39 -0.64 0.23
H 1.16 -1.59 1.02
H 0.44 0.82 2.08
H 2.35 1.62 -0.14
H 0.98 2.63 0.42
H 2.26 2.19 1.51
H -0.82 1.38 0.20
H -0.78 -1.44 0.73
H -1.97 -0.27 1.11
H -2.55 -1.64 -1.21
H -2.53 0.07 -1.38
H -1.13 -0.86 -2.96
H -0.16 -0.15 -1.71
H -0.38 -1.86 -1.91
```

Its LUMO energy is -0.1204 Ha. Its gap between HOMO and LUMO is 10.5 eV. Its relative energy (zero: lowest compared OMol25 entry of this formula, charge and spin) is 14.81 kcal/mol. The total charge is +1.

***

This record from OMol25 describes 7 unconnected molecules or ions with the total composition C15H48O19P4 in a non-equilibrium geometry. The level of theory is wB97M-V/def2-TZVPD.

The geometry in XYZ format:
```
86
C15H48O19P4 (wB97M-V/def2-TZVPD)
C 0.47 -3.70 7.32
O 1.63 -4.24 6.71
P 2.19 -3.77 5.26
O 1.50 -4.27 4.03
O 3.75 -4.17 5.40
C 4.52 -3.59 6.46
O 2.23 -2.14 5.33
C 2.39 -1.37 4.16
H -0.30 -4.46 7.44
H 0.09 -2.87 6.72
H 0.74 -3.44 8.34
H 5.57 -3.77 6.26
H 4.20 -4.11 7.36
H 4.39 -2.52 6.66
H 1.68 -0.54 4.17
H 2.25 -1.83 3.18
H 3.41 -1.00 4.07
C 8.96 -4.42 -6.57
O 8.12 -3.24 -6.73
P 6.50 -3.27 -6.62
O 5.78 -2.17 -7.26
O 6.14 -4.71 -7.17
C 6.23 -4.96 -8.54
O 6.19 -3.49 -4.99
C 4.82 -3.53 -4.63
H 9.66 -4.43 -7.41
H 8.35 -5.32 -6.51
H 9.57 -4.29 -5.67
H 5.23 -5.06 -8.96
H 6.74 -5.91 -8.66
H 6.76 -4.20 -9.12
H 4.62 -2.80 -3.84
H 4.58 -4.55 -4.33
H 4.17 -3.34 -5.48
C -2.69 1.98 6.25
O -2.00 1.49 7.37
P -2.91 0.95 8.65
O -2.10 0.46 9.77
O -3.88 2.24 9.03
C -3.33 3.36 9.71
O -3.83 -0.21 8.01
C -4.54 -1.06 8.91
H -3.75 1.73 6.24
H -2.17 1.66 5.34
H -2.58 3.06 6.36
H -3.61 3.29 10.76
H -3.67 4.30 9.29
H -2.25 3.49 9.61
H -5.59 -1.02 8.60
H -4.49 -0.89 9.98
H -4.12 -2.03 8.67
C -6.03 3.54 -8.59
O -6.27 3.49 -7.19
P -5.62 4.63 -6.22
O -5.80 4.30 -4.77
O -4.08 4.70 -6.72
C -3.13 3.83 -6.11
O -6.26 6.02 -6.73
C -5.80 7.25 -6.09
H -5.20 4.15 -8.93
H -6.96 3.90 -9.04
H -5.98 2.54 -9.02
H -3.45 3.13 -5.34
H -2.24 4.38 -5.82
H -2.80 3.25 -6.97
H -5.02 6.95 -5.39
H -6.58 7.78 -5.54
H -5.40 7.96 -6.82
C -0.12 5.33 0.68
O 0.29 4.11 1.32
H 0.76 5.98 0.63
H -0.51 5.17 -0.32
H -0.91 5.82 1.25
H 0.63 4.32 2.19
C -1.79 -3.71 -1.51
O -2.46 -2.45 -1.60
H -1.09 -3.89 -2.32
H -1.29 -3.76 -0.54
H -2.53 -4.50 -1.63
H -1.91 -1.77 -1.21
C 0.44 0.95 -2.08
O -0.28 0.80 -0.90
H 0.81 1.96 -2.17
H 1.26 0.25 -2.23
H -0.25 0.72 -2.89
H -0.03 1.53 -0.33
```

Its LUMO energy is 0.0109 Ha. Its gap between HOMO and LUMO is 10.2 eV. Its relative energy (zero: lowest compared OMol25 entry of this formula, charge and spin) is 58.58 kcal/mol.